No. 1
{
  "formula": "C3H10NO2",
  "method": "the ωB97M-V functional and the def2-TZVPD basis",
  "species": ["C", "N", "C", "C", "O", "O", "H", "H", "H", "H", "H", "H", "H", "H", "H", "H"],
  "xyz": [[-1.31246, 0.36668, 0.68051], [0.15799, 0.21900, 0.46983], [0.98310, 1.38429, 0.22950], [0.44132, -0.87037, -0.58911], [0.01603, -0.36513, -1.79849], [-0.17307, -2.06448, -0.04014], [-1.88341, 0.83855, -0.14218], [-1.70159, -0.57837, 1.02362], [-1.40803, 0.96217, 1.55520], [0.44310, -0.26433, 1.30417], [1.07645, 1.69092, -0.88424], [0.47689, 2.13021, 0.81975], [1.98744, 1.34327, 0.61705], [1.73409, -1.08600, -0.56637], [-0.75474, -0.91643, -2.08361], [-0.08310, -2.78998, -0.59550]],
  "mulliken_charge": [-0.954, 0.044, -0.767, 0.115, -0.427, -0.490, 0.340, 0.378, 0.441, 0.329, 0.291, 0.345, 0.360, 0.319, 0.347, 0.328],
  "de_lowest_kcal_mol": 48.0,
  "smiles": "C[NH+](C)C(O)O",
  "mol_weight_g_mol": 92.118,
  "energy_ev": -8850.2595,
  "max_force_ha_per_bohr": 0.0898,
  "homo_ev": -15.98,
  "orbital_gap_ha": 0.4734,
  "e_lumo_ev": -3.099,
  "charge": 1
}

=====

No. 2
{
  "formula": "C53H50AsCrIN2O2P2S3",
  "method": "the ωB97M-V functional and the def2-TZVPD basis",
  "species": ["Cr", "I", "C", "C", "C", "C", "C", "C", "C", "C", "C", "P", "C", "C", "C", "C", "C", "C", "C", "C", "C", "C", "C", "C", "C", "H", "H", "H", "H", "H", "H", "H", "H", "H", "H", "H", "H", "H", "H", "H", "H", "S", "C", "C", "C", "C", "C", "C", "As", "C", "C", "C", "C", "C", "C", "C", "C", "C", "C", "C", "C", "H", "H", "H", "H", "H", "H", "H", "H", "H", "H", "H", "H", "H", "H", "N", "C", "N", "C", "C", "C", "C", "C", "C", "H", "H", "H", "H", "H", "H", "C", "C", "C", "O", "P", "S", "S", "O", "C", "C", "C", "H", "H", "H", "H", "H", "H", "H", "H", "H", "H", "H", "H", "H", "H"],
  "xyz": [[0.37017, 0.73484, -0.12028], [4.33347, 1.41125, -0.70506], [5.63237, -0.20443, -0.45264], [6.94629, 0.15894, -0.36141], [7.96619, -0.80545, -0.30862], [7.62826, -2.11513, -0.40376], [6.27459, -2.52084, -0.50859], [6.02661, -3.90252, -0.63886], [4.75701, -4.36797, -0.74629], [3.69320, -3.45946, -0.68703], [3.84771, -2.09912, -0.53026], [2.12857, -1.30418, -0.38870], [1.34966, -2.35145, 0.91440], [2.02783, -3.21618, 1.77596], [1.35666, -3.86675, 2.80263], [0.00080, -3.65037, 3.00853], [-0.67795, -2.75702, 2.19525], [-0.00046, -2.11373, 1.17176], [1.56880, -1.94227, -2.01755], [1.96336, -1.17910, -3.11551], [1.64004, -1.58602, -4.40053], [0.92362, -2.76055, -4.59598], [0.52017, -3.51211, -3.50140], [0.83961, -3.10276, -2.21372], [5.19500, -1.56734, -0.48943], [7.20961, 1.20836, -0.34730], [8.99992, -0.49386, -0.22338], [8.39329, -2.88359, -0.40974], [6.87340, -4.58011, -0.66192], [4.55181, -5.42560, -0.85640], [2.70083, -3.87388, -0.75652], [3.08974, -3.38276, 1.66114], [1.90462, -4.54033, 3.45143], [-0.52018, -4.15628, 3.81357], [-1.72347, -2.53333, 2.36213], [-0.57032, -1.41592, 0.56549], [2.51511, -0.25485, -2.96559], [1.93778, -0.98034, -5.24835], [0.67337, -3.08415, -5.59905], [-0.05007, -4.42314, -3.64617], [0.49097, -3.67763, -1.36680], [1.24047, 2.26702, -1.64016], [0.60752, 3.86779, -1.25457], [1.22287, 4.98116, -1.83296], [0.70272, 6.24739, -1.62462], [-0.44140, 6.42117, -0.85244], [-1.03232, 5.32168, -0.25700], [-0.49662, 4.04646, -0.43162], [-1.31130, 2.49810, 0.39193], [-1.36360, 2.97193, 2.27441], [-1.84360, 1.99968, 3.15324], [-1.75224, 2.18454, 4.52551], [-1.17492, 3.33999, 5.03130], [-0.70230, 4.31345, 4.16080], [-0.78596, 4.12834, 2.78702], [-3.10242, 2.82974, -0.24712], [-3.29643, 2.81803, -1.62432], [-4.56821, 3.01537, -2.14016], [-5.63911, 3.22299, -1.28092], [-5.43563, 3.24551, 0.09239], [-4.16690, 3.04560, 0.61349], [2.10033, 4.83460, -2.45410], [1.18137, 7.10322, -2.08568], [-0.87004, 7.40645, -0.72429], [-1.92740, 5.44009, 0.33948], [-2.29858, 1.10070, 2.75598], [-2.11677, 1.41810, 5.19933], [-1.08965, 3.48396, 6.10226], [-0.27047, 5.22677, 4.55358], [-0.40726, 4.89345, 2.12526], [-2.45755, 2.65062, -2.28637], [-4.72248, 3.00207, -3.21260], [-6.63468, 3.36436, -1.68261], [-6.27202, 3.40667, 0.76100], [-4.01024, 3.04103, 1.68363], [2.58144, 3.15460, 2.59341], [2.07055, 2.73422, 1.43082], [1.44860, 1.57869, 1.53717], [1.57422, 1.21412, 2.89600], [1.15209, 0.08838, 3.59973], [1.47993, -0.00085, 4.93791], [2.19460, 1.01274, 5.59159], [2.60605, 2.14091, 4.91387], [2.29177, 2.20932, 3.56221], [3.10074, 4.00392, 2.71983], [2.18413, 3.29582, 0.52026], [0.58652, -0.69356, 3.12219], [1.17940, -0.88299, 5.49327], [2.42880, 0.90572, 6.64361], [3.15749, 2.93051, 5.41205], [-2.96632, -0.62321, -4.39163], [-4.21047, -0.63965, -3.52490], [-4.97726, -1.93516, -3.69259], [-3.95703, -0.40368, -2.10062], [-2.80198, -0.82398, -1.10902], [-3.33077, -0.32996, 0.70823], [-1.07911, 0.03246, -1.83533], [-2.59657, -2.40826, -1.28639], [-3.22675, -3.40094, -0.41193], [-2.43641, -4.68401, -0.54011], [-4.69522, -3.59117, -0.74650], [-3.26106, -0.84881, -5.41841], [-2.25323, -1.38147, -4.06497], [-2.47122, 0.34697, -4.38077], [-4.84870, 0.20050, -3.78674], [-4.32620, -2.78230, -3.47113], [-5.32285, -2.02364, -4.72329], [-5.84033, -1.96277, -3.02846], [-3.15671, -3.02836, 0.60447], [-2.37101, -4.99626, -1.58591], [-2.94346, -5.46833, 0.02565], [-1.42895, -4.57395, -0.13424], [-4.82128, -4.05552, -1.72683], [-5.21620, -2.63224, -0.73322], [-5.15042, -4.23879, 0.00613]],
  "lowdin_spin": [3.188, 0.000, 0.001, 0.000, 0.000, 0.000, 0.000, 0.000, 0.000, -0.001, -0.005, -0.016, -0.001, -0.001, 0.000, -0.001, 0.000, 0.001, 0.003, 0.001, 0.000, 0.000, 0.001, 0.000, 0.000, 0.000, 0.000, 0.000, 0.000, 0.000, 0.000, 0.000, 0.000, 0.000, 0.000, 0.000, 0.000, 0.000, 0.000, 0.000, 0.000, -0.089, -0.004, -0.002, -0.001, 0.003, -0.001, 0.001, -0.050, -0.012, -0.002, 0.000, -0.002, 0.000, -0.004, -0.009, -0.002, 0.000, -0.003, 0.000, -0.004, -0.001, 0.000, 0.000, 0.000, 0.000, 0.000, 0.000, 0.000, 0.000, 0.001, 0.000, 0.000, 0.000, 0.000, 0.006, 0.010, -0.004, 0.001, 0.001, 0.001, 0.000, 0.000, 0.000, 0.000, 0.001, 0.000, 0.000, 0.000, 0.000, -0.002, 0.000, 0.000, -0.002, 0.002, 0.001, -0.003, 0.001, 0.000, 0.000, 0.000, 0.000, -0.001, 0.000, 0.000, 0.000, 0.000, 0.000, 0.000, 0.000, 0.000, 0.000, 0.000, 0.000, 0.000],
  "de_lowest_kcal_mol": 13.8,
  "mol_weight_g_mol": 1158.966,
  "energy_ev": -211291.7106,
  "spin_multiplicity": 4,
  "max_force_ha_per_bohr": 0.0207,
  "homo_ev": [-10.17, -10.28],
  "orbital_gap_ha": [0.2321, 0.2880],
  "s_squared": 3.903,
  "e_lumo_ev": [-3.850, -2.439],
  "charge": 1
}

=====

No. 3
{
  "formula": "C20H40O12S4",
  "method": "the ωB97M-V functional and the def2-TZVPD basis",
  "species": ["O", "S", "O", "C", "C", "C", "C", "O", "C", "O", "C", "C", "O", "C", "O", "H", "H", "H", "H", "H", "H", "H", "H", "H", "H", "H", "H", "H", "H", "H", "H", "O", "S", "O", "C", "C", "C", "C", "H", "H", "H", "H", "H", "H", "H", "H", "O", "S", "O", "C", "C", "C", "C", "H", "H", "H", "H", "H", "H", "H", "H", "O", "S", "O", "C", "C", "C", "C", "H", "H", "H", "H", "H", "H", "H", "H"],
  "xyz": [[1.22553, 4.52527, 2.27415], [0.68410, 3.17020, 2.31160], [0.54639, 2.68442, 3.68936], [1.80367, 2.01507, 1.48371], [1.10452, 0.81037, 0.78034], [-0.34411, 0.69858, 1.25443], [-1.01501, -0.54109, 0.60201], [-1.61270, -1.42614, 1.52896], [-0.69225, -2.02333, 2.41000], [0.55747, -2.25762, 1.83352], [0.62700, -3.51527, 1.13499], [1.53828, -3.35150, -0.07869], [2.89689, -3.54419, 0.28571], [-1.02264, 1.99876, 0.77589], [-0.79681, 3.11313, 1.65932], [2.42537, 2.57280, 0.78522], [2.45711, 1.63197, 2.26233], [1.08584, 1.00976, -0.29316], [1.69104, -0.08925, 0.94505], [-0.44061, 0.64219, 2.33867], [-1.83919, -0.15742, -0.00606], [-0.36175, -1.05111, -0.09864], [-0.53319, -1.36268, 3.26969], [-1.09877, -2.96089, 2.79539], [-0.38329, -3.79798, 0.83823], [1.09967, -4.23823, 1.80466], [1.27581, -4.14063, -0.78969], [1.38970, -2.36998, -0.52591], [3.40232, -2.77256, 0.04246], [-0.56621, 2.24513, -0.18973], [-2.08643, 1.86709, 0.60399], [-1.04388, -2.22602, -2.04311], [-2.36556, -2.60504, -2.49113], [-3.34731, -1.61901, -2.86701], [-2.20272, -3.81264, -3.79644], [-2.16245, -5.15159, -3.06717], [-3.24185, -5.07118, -1.98037], [-3.08272, -3.71825, -1.27666], [-1.30858, -3.61160, -4.37618], [-3.08713, -3.73401, -4.42870], [-2.33676, -5.98230, -3.74968], [-1.18151, -5.29430, -2.60678], [-4.22864, -5.13056, -2.44428], [-3.16538, -5.89347, -1.26961], [-4.03468, -3.31086, -0.94666], [-2.39433, -3.77641, -0.43488], [0.53256, -2.92511, -5.26883], [-0.03264, -1.70893, -5.80604], [-1.26504, -1.15788, -5.29924], [1.22784, -0.44272, -5.79181], [1.93761, -0.60299, -7.13262], [0.82836, -0.82408, -8.16839], [-0.13633, -1.86752, -7.59114], [1.87828, -0.59061, -4.93289], [0.72317, 0.52041, -5.72155], [2.54447, 0.26979, -7.36866], [2.59685, -1.47349, -7.10338], [0.29690, 0.11441, -8.33823], [1.22928, -1.15030, -9.12685], [-1.16406, -1.69270, -7.89918], [0.16256, -2.88160, -7.85047], [-0.15297, 7.70833, 8.19249], [1.10282, 7.07351, 7.87186], [2.35349, 7.60132, 8.36281], [0.98565, 5.33876, 8.28822], [0.44023, 4.68455, 7.02213], [1.19766, 5.32989, 5.85690], [1.19766, 6.84529, 6.09466], [0.34242, 5.21853, 9.15702], [1.99209, 4.98753, 8.51453], [0.57404, 3.60411, 7.04082], [-0.62857, 4.88963, 6.92777], [2.22468, 4.95914, 5.84044], [0.74872, 5.08093, 4.89906], [2.10330, 7.32113, 5.72756], [0.32475, 7.32306, 5.65390]],
  "mulliken_charge": [-0.628, 1.273, -0.643, -0.982, -0.483, 0.373, -0.445, -0.493, -0.455, -0.328, -0.190, -0.102, -0.599, -0.517, -0.421, 0.408, 0.441, 0.407, 0.176, 0.420, 0.472, -0.318, 0.309, 0.419, 0.081, 0.359, 0.192, 0.186, 0.338, 0.355, 0.439, -0.444, 1.177, -0.741, -0.213, -0.690, -0.747, -0.225, -0.172, 0.424, 0.434, 0.220, 0.323, 0.372, 0.425, -0.155, -0.744, 1.391, -0.680, -0.795, -0.577, -0.590, -0.808, 0.411, 0.373, 0.361, 0.291, 0.298, 0.325, 0.367, 0.366, -0.654, 1.155, -0.673, -0.727, -0.665, -0.133, -0.746, 0.412, 0.350, 0.334, 0.333, 0.308, -0.060, 0.365, 0.382],
  "smiles": "O=S1(=O)CC[C@H](COCOCCO)CO1.O=S1(=O)CCCC1.O=S1(=O)CCCC1.O=S1(=O)CCCC1",
  "mol_weight_g_mol": 600.796,
  "energy_ev": -89296.6336,
  "max_force_ha_per_bohr": 0.0780,
  "homo_ev": -9.86,
  "orbital_gap_ha": 0.3662,
  "e_lumo_ev": 0.105,
  "charge": 0
}

=====

No. 4
{
  "formula": "C39H37NO3P",
  "method": "the ωB97M-V functional and the def2-TZVPD basis",
  "species": ["C", "C", "O", "C", "C", "P", "C", "C", "C", "C", "C", "C", "C", "C", "C", "C", "C", "C", "C", "C", "C", "C", "C", "C", "O", "H", "H", "H", "H", "H", "H", "H", "H", "H", "H", "H", "H", "H", "H", "H", "H", "H", "H", "H", "H", "H", "C", "O", "C", "C", "C", "C", "C", "C", "C", "C", "C", "C", "C", "C", "N", "C", "C", "C", "C", "H", "H", "H", "H", "H", "H", "H", "H", "H", "H", "H", "H", "H", "H", "H", "H"],
  "xyz": [[5.13986, 1.43004, 0.31571], [4.01606, 1.27465, -0.68122], [2.75981, 1.03304, 0.04788], [1.73776, 0.86230, -0.79991], [0.34804, 0.81968, -0.28451], [-0.73169, 1.15717, -1.67739], [-0.45486, 2.55146, -2.82859], [-0.25360, 2.35918, -4.20766], [-0.26913, 3.44680, -5.08400], [-0.40923, 4.74686, -4.59475], [-0.50613, 4.95379, -3.21564], [-0.51913, 3.86841, -2.33511], [-1.05596, -0.21287, -2.82509], [-2.20059, -0.21610, -3.64705], [-2.39184, -1.24471, -4.57556], [-1.44203, -2.26499, -4.68979], [-0.29566, -2.25036, -3.88472], [-0.10434, -1.22967, -2.95356], [-2.38153, 1.44015, -0.98046], [-3.22250, 2.52296, -1.29120], [-4.51330, 2.57825, -0.75552], [-4.97463, 1.55044, 0.07383], [-4.15028, 0.45570, 0.35348], [-2.86193, 0.40445, -0.16444], [1.98204, 0.73960, -2.02316], [6.07965, 1.66162, -0.19834], [4.92283, 2.23719, 1.02313], [5.28003, 0.50343, 0.87974], [3.90825, 2.18669, -1.28736], [4.20855, 0.42588, -1.35103], [0.16997, 1.58009, 0.53569], [-0.13286, 1.35004, -4.60831], [-0.17408, 3.27035, -6.15287], [-0.43664, 5.59194, -5.28389], [-0.58802, 5.96238, -2.81803], [-0.63653, 4.04349, -1.26240], [-2.94153, 0.58656, -3.57184], [-3.28374, -1.24023, -5.20654], [-1.59848, -3.06964, -5.40838], [0.45590, -3.03104, -3.98461], [0.80228, -1.18729, -2.35235], [-2.89014, 3.30891, -1.97145], [-5.15785, 3.42390, -0.99737], [-5.97905, 1.59783, 0.49771], [-4.51206, -0.35985, 0.97576], [-2.21548, -0.45090, 0.04020], [6.53822, -2.13330, 2.89857], [5.66019, -1.18779, 3.57153], [4.37045, -1.02674, 3.15252], [3.80337, -1.68870, 2.03816], [2.54532, -1.30274, 1.60541], [1.78845, -0.34918, 2.30398], [0.40222, -0.08734, 1.95887], [-0.48966, -1.15515, 2.09871], [-1.83654, -1.08661, 2.66060], [-2.53852, -0.11000, 3.36361], [-3.81816, -0.42969, 3.86198], [-4.37843, -1.70708, 3.67403], [-3.63039, -2.72936, 3.07996], [-2.34763, -2.40712, 2.66143], [-1.37665, -3.24636, 2.11341], [-1.53983, -4.67518, 1.92226], [-0.26946, -2.52095, 1.77067], [2.38718, 0.32370, 3.39770], [3.62568, -0.04828, 3.85221], [7.46633, -2.10976, 3.48544], [6.12365, -3.15650, 2.88872], [6.72858, -1.80074, 1.86419], [4.35723, -2.49252, 1.52745], [2.09453, -1.85621, 0.78090], [-0.01623, 0.91161, 2.14185], [-2.11898, 0.89479, 3.48337], [-4.41585, 0.33079, 4.36670], [-5.38803, -1.92972, 4.03163], [-3.98193, -3.74665, 2.93899], [-2.60130, -4.89872, 1.79229], [-0.97599, -4.97410, 1.03590], [-1.15341, -5.22811, 2.78696], [0.63239, -3.00254, 1.40846], [1.76754, 1.04230, 3.95822], [4.05952, 0.41640, 4.73427]],
  "mulliken_charge": [-0.814, -0.348, -0.183, -0.109, 0.194, 1.644, 0.478, -0.490, -0.667, -0.540, -0.631, -0.636, -0.184, -0.095, -0.797, -0.525, -0.705, -0.281, 0.213, -0.075, -0.779, -0.707, -0.751, -0.531, -0.689, 0.448, 0.271, -0.021, 0.338, 0.281, 0.570, 0.442, 0.426, 0.402, 0.408, 0.451, 0.447, 0.425, 0.398, 0.444, 0.304, 0.396, 0.434, 0.396, 0.451, 0.545, -0.758, -0.460, 0.756, -1.163, 0.337, 0.767, -1.616, 1.406, 0.315, 0.167, -0.894, -0.706, -0.769, -0.138, 0.140, -1.043, -1.008, -0.818, -0.869, 0.254, 0.320, 0.288, 0.362, 0.560, 1.271, 0.403, 0.405, 0.404, 0.352, 0.360, 0.367, 0.325, 0.543, 0.420, 0.474],
  "mol_weight_g_mol": 598.703,
  "energy_ev": -57957.3203,
  "max_force_ha_per_bohr": 0.0385,
  "homo_ev": -10.42,
  "orbital_gap_ha": 0.2398,
  "e_lumo_ev": -3.897,
  "charge": 1
}